C49H80IrN7OP2SeSi2 as an isolated structure in a non-equilibrium geometry. Source: the OMol25 dataset; level of theory: ωB97M-V/def2-TZVPD.

Output
Net charge: +1
Max |F|: 2.23 eV/A
Kohn-Sham gap (alpha / beta): 6.5 / 6.2 eV
⟨S²⟩: 0.757
Energy: -167104.8496 eV
Molar mass: 1172.52 u
Multiplicity: 2

Each line ends with the Löwdin spin population.
Geometry (Å):
Ir 0.55 -0.04 -0.07  0.01
C -2.89 1.22 -1.42  0.00
Si -1.64 1.04 0.01  0.00
C -1.34 2.83 0.63  0.00
C -2.40 3.52 1.20  0.00
C -2.24 4.81 1.70  0.00
C -0.99 5.40 1.67  0.00
C 0.08 4.72 1.12  0.00
C -0.09 3.44 0.58  0.00
P 1.32 2.56 -0.17  0.00
C 1.50 3.32 -1.88  0.00
C 0.36 2.84 -2.79  0.00
C -0.88 3.73 -2.76  0.00
C -0.52 5.17 -3.13  0.00
C 0.46 5.69 -2.09  0.00
C 1.73 4.84 -2.04  0.00
C 2.70 3.03 1.03  0.00
C 3.59 1.80 1.26  0.00
C 4.57 1.60 0.11  0.00
C 5.48 2.82 -0.05  0.00
C 4.63 4.06 -0.31  0.00
C 3.61 4.25 0.81  0.00
C -2.55 0.32 1.53  0.00
C -3.94 0.34 1.60  0.00
C -4.61 -0.02 2.76  0.00
C -3.88 -0.37 3.88  0.00
C -2.50 -0.43 3.81  0.00
C -1.83 -0.13 2.63  0.00
P -0.01 -0.28 2.49  0.00
C 0.41 -2.00 3.07  0.00
C 1.91 -2.20 2.82  0.00
C 2.30 -3.67 2.99  0.00
C 1.94 -4.15 4.39  0.00
C 0.45 -3.97 4.64  0.00
C 0.02 -2.51 4.47  0.00
C 0.65 1.05 3.65  0.00
C 1.22 0.63 5.01  0.00
C 1.86 1.85 5.67  0.00
C 0.84 2.96 5.88  0.00
C 0.21 3.35 4.54  0.00
C -0.42 2.13 3.88  0.00
H -3.55 2.07 -1.26  0.00
H -3.49 0.32 -1.51  0.00
H -2.37 1.37 -2.36  0.00
H -3.37 3.04 1.26  0.00
H -3.09 5.33 2.12  0.00
H -0.85 6.40 2.07  0.00
H 1.05 5.19 1.10  0.00
H 2.41 2.81 -2.22  0.00
H 0.07 1.83 -2.49  0.00
H 0.74 2.79 -3.81  0.00
H -1.33 3.72 -1.77  0.00
H -1.62 3.34 -3.47  0.00
H -1.42 5.79 -3.14  0.00
H -0.08 5.20 -4.13  0.00
H -0.03 5.70 -1.12  0.00
H 0.75 6.72 -2.33  0.00
H 2.38 5.23 -1.27  0.00
H 2.25 4.97 -2.99  0.00
H 2.12 3.20 1.94  0.00
H 2.97 0.91 1.37  0.00
H 4.16 1.95 2.19  0.00
H 3.99 1.45 -0.81  0.00
H 5.17 0.71 0.29  0.00
H 6.16 2.66 -0.89  0.00
H 6.08 2.95 0.85  0.00
H 4.13 3.95 -1.27  0.00
H 5.27 4.95 -0.36  0.00
H 3.03 5.16 0.64  0.00
H 4.15 4.39 1.75  0.00
H -4.52 0.65 0.73  0.00
H -5.69 0.01 2.80  0.00
H -4.39 -0.60 4.81  0.00
H -1.94 -0.70 4.70  0.00
H -0.13 -2.61 2.33  0.00
H 2.50 -1.60 3.52  0.00
H 2.14 -1.87 1.81  0.00
H 3.37 -3.79 2.80  0.00
H 1.76 -4.27 2.25  0.00
H 2.51 -3.58 5.13  0.00
H 2.21 -5.20 4.51  0.00
H 0.20 -4.29 5.65  0.00
H -0.11 -4.60 3.94  0.00
H 0.52 -1.91 5.24  0.00
H -1.05 -2.45 4.62  0.00
H 1.46 1.50 3.08  0.00
H 1.97 -0.15 4.89  0.00
H 0.42 0.25 5.65  0.00
H 2.67 2.22 5.03  0.00
H 2.30 1.56 6.62  0.00
H 1.32 3.83 6.33  0.00
H 0.06 2.62 6.56  0.00
H 0.97 3.78 3.88  0.00
H -0.56 4.12 4.69  0.00
H -0.88 2.41 2.93  0.00
H -1.20 1.74 4.53  0.00
C 3.65 -2.29 -1.79  0.00
C 3.22 -1.85 -0.39  0.06
C 4.43 -1.92 0.56  0.01
O 2.63 -0.60 -0.36  0.01
H 4.16 -3.26 -1.74  0.00
H 4.34 -1.57 -2.22  0.00
H 2.78 -2.39 -2.45  0.00
H 2.49 -2.63 -0.04  0.04
H 5.29 -1.42 0.10  0.00
H 4.71 -2.97 0.73  0.00
H 4.21 -1.45 1.51  0.00
N -5.28 -3.21 -1.34  0.00
N -4.17 -3.03 -0.58  0.00
N -4.05 -3.54 0.62  0.00
C -2.88 -3.04 1.01  0.02
N -2.33 -2.27 0.07  0.03
N -3.17 -2.27 -0.94  0.00
H -5.76 -4.06 -1.09  0.00
H -5.08 -3.12 -2.32  0.00
H -2.45 -3.25 1.97  0.00
N 2.46 0.45 -2.85  0.00
C 1.30 -0.06 -3.34  0.00
C 1.04 -0.09 -4.72  0.00
C -0.17 -0.55 -5.17  0.00
C -1.11 -1.00 -4.24  0.00
C -0.79 -0.95 -2.91  0.00
N 0.38 -0.48 -2.45  0.00
H 3.24 0.52 -3.47  0.00
H 2.64 0.24 -1.86  0.00
H 1.80 0.26 -5.41  0.00
H -0.39 -0.56 -6.23  0.00
H -2.07 -1.38 -4.56  0.00
H -1.48 -1.29 -2.16  0.00
C 3.02 -5.71 -0.20  0.02
Si 1.17 -5.72 -0.59  0.06
C 0.22 -6.85 0.59  0.01
C 0.91 -6.27 -2.37  0.00
Se 0.38 -3.57 -0.30  0.71
H 3.42 -6.72 -0.28  0.00
H 3.22 -5.35 0.81  0.00
H 3.56 -5.08 -0.90  0.00
H 0.63 -7.86 0.55  0.00
H -0.83 -6.91 0.31  0.00
H 0.28 -6.50 1.62  0.00
H 1.31 -7.27 -2.53  0.00
H 1.40 -5.60 -3.07  0.00
H -0.16 -6.30 -2.62  0.00